[1]
Here is a single C28H26N2O4S molecule at a distorted geometry from the OMol25 dataset. Energies are from ωB97M-V with the def2-TZVPD basis set.

```
! RIJCOSX wB97M-V def2-TZVPD def2/J DEFGRID3
* xyz 0 1
C 0.334 -5.744 -0.159
O 0.554 -4.633 -0.993
C 0.194 -3.399 -0.540
C 0.468 -2.327 -1.391
C 0.170 -1.037 -1.022
C -0.426 -0.770 0.212
N -0.670 0.568 0.577
C -0.849 0.909 1.967
C 0.395 0.621 2.816
O 0.004 0.823 4.157
C 1.584 1.532 2.445
N 2.060 1.313 1.113
C 2.723 0.185 0.689
C 3.155 -0.918 1.412
C 3.799 -1.931 0.729
C 4.025 -1.854 -0.642
C 3.614 -0.752 -1.366
C 2.957 0.275 -0.703
C 2.377 1.516 -1.132
C 2.268 2.139 -2.368
C 1.608 3.348 -2.441
C 1.064 3.936 -1.303
C 1.161 3.336 -0.063
C 1.817 2.117 0.018
S -1.615 1.475 -0.486
O -1.053 1.436 -1.798
O -1.835 2.753 0.123
C -3.139 0.535 -0.466
C -3.269 -0.552 -1.308
C -4.399 -1.348 -1.211
C -5.376 -1.050 -0.274
C -5.234 0.045 0.565
C -4.104 0.841 0.474
C -0.733 -1.842 1.042
C -0.419 -3.142 0.677
H 0.874 -5.648 0.789
H -0.732 -5.892 0.044
H 0.718 -6.604 -0.705
H 0.936 -2.533 -2.340
H 0.385 -0.217 -1.685
H -1.699 0.384 2.424
H -1.063 1.977 1.994
H 0.697 -0.426 2.661
H 0.768 0.703 4.732
H 1.280 2.575 2.550
H 2.403 1.340 3.154
H 2.999 -0.994 2.479
H 4.137 -2.802 1.272
H 4.529 -2.668 -1.141
H 3.792 -0.689 -2.429
H 2.685 1.678 -3.250
H 1.503 3.845 -3.394
H 0.543 4.877 -1.390
H 0.717 3.806 0.801
H -2.493 -0.751 -2.030
H -4.515 -2.199 -1.864
H -6.256 -1.671 -0.200
H -6.001 0.276 1.289
H -3.962 1.704 1.105
H -1.221 -1.682 1.991
H -0.665 -3.940 1.360
*
```

HOMO level ... -7.58 eV
Lowest unoccupied orbital energy ... 0.498 eV
SMILES string ... COc1ccc(N(C[C@H](O)Cn2c3ccccc3c3ccccc32)S(=O)(=O)c2ccccc2)cc1


[2]
Here is a molecular structure, C10H18Cl2LuN2S at a distorted geometry from the OMol25 dataset. Energies are from ωB97M-V with the def2-TZVPD basis set.

```
! RIJCOSX wB97M-V def2-TZVPD def2/J DEFGRID3
* xyz -1 1
Lu 0.040 0.227 0.328
Cl -0.404 2.375 -0.782
Cl 0.403 1.192 2.579
C 1.972 -0.446 -0.250
H 2.418 -1.166 -0.937
H 2.646 -0.282 0.622
C -1.384 -0.675 -2.113
C -0.200 -1.317 -2.271
H -2.091 -0.985 -1.328
C 0.850 -0.917 -3.256
H 0.079 -2.140 -1.607
C 0.621 0.517 -3.751
H 1.817 -1.009 -2.758
H 0.850 -1.571 -4.146
C -0.835 0.693 -4.176
H 0.860 1.219 -2.941
H 1.280 0.725 -4.601
C -1.832 0.429 -3.032
H -0.989 1.701 -4.575
H -1.037 -0.018 -4.988
H -1.929 1.347 -2.431
H -2.824 0.243 -3.472
S -0.361 -2.397 0.961
C -0.328 -2.016 2.627
N 0.687 -2.108 3.520
C 0.355 -1.468 4.792
C -1.130 -1.133 4.636
N -1.427 -1.582 3.286
H 1.653 -2.197 3.202
H 0.968 -0.574 4.951
H 0.494 -2.174 5.613
H -1.331 -0.062 4.742
H -1.738 -1.711 5.334
H -2.277 -1.368 2.782
*
```

HOMO level (spin up / spin down) ... -1.24 / -1.24 eV
Lowest unoccupied orbital energy (spin up / spin down) ... 2.651 / 2.651 eV